i | Here is the molecule C3H3FO2 from OMol25. Energies are from ωB97M-V/def2-TZVPD.

```
9
Properties=species:S:1:pos:R:3:nbo_charge:R:1
O 2.45 -2.44 -0.28 -0.55
C 1.64 -1.55 -0.34 0.26
C 1.49 -0.63 0.73 0.24
F 2.10 -0.72 1.86 -0.28
C 0.12 0.15 0.52 0.13
O -0.29 0.97 1.48 -0.64
H 1.14 -1.43 -1.30 0.13
H -0.37 -0.15 -0.46 0.20
H -1.00 1.63 1.13 0.50
```

## Properties
HOMO-LUMO gap = 8.71 eV
multiplicity = 1
SMILES string = O=C/C(F)=C/O
molar mass = 90.05 u
E_HOMO = -8.7 eV
charge = 0



ii | Here is the molecule C3H3FO2 from OMol25. Energies are from ωB97M-V/def2-TZVPD.

```
9
Properties=species:S:1:pos:R:3:nbo_charge:R:1
C 1.67 0.16 -0.01 -0.28
C 0.41 -0.27 -0.06 -0.34
C -0.89 0.41 0.15 0.73
O -1.27 1.47 0.53 -0.50
O -1.66 -0.67 -0.31 -0.15
F -3.02 -0.40 -0.15 -0.12
H 2.45 -0.55 -0.12 0.20
H 2.03 1.17 0.43 0.22
H 0.28 -1.33 -0.46 0.24
```

## Properties
HOMO-LUMO gap = 11.17 eV
multiplicity = 1
SMILES string = C=CC(=O)OF
molar mass = 90.05 u
E_HOMO = -11.2 eV
charge = 0



iii | Here is the molecule C3H3FO2 from OMol25. Energies are from ωB97M-V/def2-TZVPD.

```
9
Properties=species:S:1:pos:R:3:nbo_charge:R:1
O -2.34 0.48 -0.33 -0.54
C -1.79 -0.63 -0.06 0.63
O -0.38 -0.76 -0.10 -0.49
C 0.34 0.28 0.09 0.03
C 1.62 0.42 0.05 0.17
F 2.67 -0.48 -0.29 -0.37
H -2.20 -1.76 0.44 0.19
H -0.07 1.22 0.23 0.21
H 2.15 1.24 -0.02 0.17
```

## Properties
HOMO-LUMO gap = 9.94 eV
multiplicity = 1
SMILES string = O=CO/C=C\F
molar mass = 90.05 u
E_HOMO = -9.8 eV
charge = 0



Energy ordering: i at the bottom, the next structure 0.0040 hartree above.



i | Here is the ion C2H7N2O2 with charge +1 from OMol25. Energies are from ωB97M-V/def2-TZVPD.

```
13
Properties=species:S:1:pos:R:3:nbo_charge:R:1
N -1.06 -1.38 -0.19 -0.82
C -0.39 -0.19 -0.18 0.11
N -1.33 1.00 0.09 -0.71
C 0.89 0.01 -0.13 0.53
O 1.41 1.24 -0.29 -0.66
O 1.73 -1.03 -0.12 -0.67
H -1.57 -1.39 0.74 0.36
H -0.51 -2.31 -0.30 0.44
H -1.70 0.75 0.99 0.45
H -1.84 1.14 -0.81 0.48
H -0.65 1.79 0.31 0.47
H 2.27 1.20 0.06 0.49
H 2.75 -0.81 -0.17 0.52
```

## Properties
HOMO-LUMO gap = 9.02 eV
multiplicity = 1
SMILES string = NC([NH3+])=C(O)O
molar mass = 91.09 u
E_HOMO = -12.8 eV
charge = +1



ii | Here is the ion C2H7N2O2 with charge +1 from OMol25. Energies are from ωB97M-V/def2-TZVPD.

```
13
Properties=species:S:1:pos:R:3:nbo_charge:R:1
C -0.86 -1.06 0.47 -0.43
N -0.11 0.25 0.23 0.06
C 0.57 0.13 -1.03 -0.54
O -0.98 1.25 0.38 -0.47
N 1.06 0.79 1.25 0.38
O 1.66 -0.05 1.72 -0.08
H -1.43 -1.14 -0.48 0.25
H -0.06 -1.79 0.50 0.24
H -1.63 -0.97 1.34 0.28
H 1.32 1.03 -1.20 0.26
H 1.06 -0.87 -1.40 0.30
H -0.09 0.43 -1.82 0.27
H -0.50 2.00 0.05 0.49
```

## Properties
HOMO-LUMO gap = 9.83 eV
multiplicity = 1
SMILES string = C[N+](C)(O)N=O
molar mass = 91.09 u
E_HOMO = -15.8 eV
charge = +1



iii | Here is a cluster of 2 separate species, C2H7N2O2 in total from OMol25. Energies are from ωB97M-V/def2-TZVPD.

```
13
Properties=species:S:1:pos:R:3:nbo_charge:R:1
C -0.96 0.55 0.49 0.39
C 1.31 -1.10 -0.59 0.43
N -1.85 1.47 0.89 -0.70
N -0.06 0.11 1.31 -0.69
O 0.38 -1.20 -1.51 -0.69
O 2.51 -1.18 -0.87 -0.62
H -1.23 0.20 -0.52 0.25
H -2.41 1.86 0.19 0.41
H -1.61 2.10 1.59 0.41
H 0.32 -0.78 1.12 0.45
H 0.08 0.56 2.21 0.42
H 0.70 -1.32 -2.41 0.47
H 2.82 -1.28 -1.90 0.46
```

## Properties
HOMO-LUMO gap = 9.72 eV
multiplicity = 1
molar mass = 91.09 u
E_HOMO = -13.3 eV
charge = +1



iv | Here is a cluster of 2 separate species, C2H7N2O2 in total from OMol25. Energies are from ωB97M-V/def2-TZVPD.

```
13
Properties=species:S:1:pos:R:3:nbo_charge:R:1
C 2.38 0.41 -0.45 0.57
C -1.48 -0.20 0.17 0.51
N 1.09 0.58 -0.69 -0.74
N -2.73 -0.34 0.64 -0.76
O 2.86 -0.44 0.31 -0.53
O -0.52 -0.96 0.50 -0.66
H 3.22 0.96 -0.87 0.22
H -1.60 0.60 -0.57 0.14
H 0.60 1.31 -1.13 0.43
H -2.86 -1.28 1.19 0.45
H -3.50 0.31 0.27 0.44
H 2.06 -0.90 0.74 0.52
H 0.49 -0.06 -0.09 0.42
```

## Properties
HOMO-LUMO gap = 11.54 eV
multiplicity = 1
molar mass = 91.09 u
E_HOMO = -15.2 eV
charge = +1



Energy ordering: iv at the bottom, the next structure 0.0423 hartree above.



i | Here is a cluster of 3 separate species, C5H15NO2 in total from OMol25. Energies are from ωB97M-V/def2-TZVPD.

```
23
Properties=species:S:1:pos:R:3:nbo_charge:R:1
C 1.18 1.99 0.04 -0.60
C 0.01 0.98 -0.16 -0.05
C -0.90 0.62 1.02 -0.44
C -0.84 -0.94 1.15 -0.42
C -0.15 -1.45 -0.12 -0.23
N 0.55 -0.28 -0.67 -0.66
H 0.78 2.85 0.58 0.20
H 1.45 2.29 -0.96 0.21
H 2.03 1.56 0.54 0.22
H -0.60 1.49 -0.92 0.17
H -0.54 0.99 1.98 0.22
H -1.90 1.04 0.95 0.21
H -0.20 -1.30 1.95 0.21
H -1.87 -1.27 1.28 0.21
H -0.87 -1.88 -0.83 0.19
H 0.60 -2.22 0.07 0.20
H 0.55 -0.32 -1.68 0.38
O 3.36 -0.81 0.23 -0.97
H 2.43 -0.70 -0.12 0.49
H 3.21 -0.86 1.17 0.45
O -3.12 -0.06 -1.44 -0.93
H -3.87 -0.35 -0.93 0.47
H -2.47 0.22 -0.76 0.47
```

## Properties
HOMO-LUMO gap = 9.80 eV
multiplicity = 1
SMILES string = C[C@@H]1CCCN1.O.O
molar mass = 121.18 u
E_HOMO = -9.2 eV
charge = 0



ii | Here is a cluster of 3 separate species, C5H15NO2 in total from OMol25. Energies are from ωB97M-V/def2-TZVPD.

```
23
Properties=species:S:1:pos:R:3:nbo_charge:R:1
C 1.16 -2.21 0.69 -0.41
C -0.07 -2.09 1.17 -0.17
C -1.22 -1.40 0.46 -0.44
C -1.32 0.10 0.84 -0.21
N -0.04 0.76 0.76 -0.67
C -0.11 2.23 0.76 -0.41
H 1.40 -1.90 -0.32 0.20
H 1.93 -2.63 1.32 0.20
H -0.33 -2.34 2.19 0.20
H -1.27 -1.54 -0.62 0.20
H -2.16 -1.86 0.77 0.21
H -1.94 0.53 0.05 0.20
H -1.85 0.16 1.80 0.16
H 0.69 0.48 1.37 0.37
H 0.22 2.64 1.72 0.18
H -1.15 2.51 0.61 0.20
H 0.58 2.68 0.03 0.19
O 2.53 1.18 -1.82 -0.93
H 1.87 1.18 -1.10 0.47
H 3.07 0.49 -1.39 0.46
O -0.96 0.22 -3.36 -0.94
H -0.73 -0.14 -2.48 0.46
H -0.29 0.93 -3.44 0.47
```

## Properties
HOMO-LUMO gap = 9.77 eV
multiplicity = 1
SMILES string = C=CCCNC.O.O
molar mass = 121.18 u
E_HOMO = -9.1 eV
charge = 0



Energy ordering: i at the bottom, the next structure 0.0394 hartree above.